# 1
A structure of composition C48H108F11N7O19S5Sn, computed with the ωB97M-V functional and the def2-TZVPD basis.

```
199
C48H108F11N7O19S5Sn | OMol25 | the ωB97M-V functional and the def2-TZVPD basis
Sn 3.943 -1.763 -2.672
N 1.398 -1.205 -1.521
S 0.825 -0.454 -0.339
O 0.005 -1.229 0.619
O 0.602 0.950 -0.438
F 2.290 -0.474 0.383
S -0.090 -1.213 -2.401
O -0.452 0.063 -2.949
O -1.174 -2.059 -1.888
F 0.402 -2.056 -3.693
C 7.807 -1.739 2.721
C 7.297 -0.502 3.537
C 5.768 -0.473 3.503
C 5.197 -1.690 4.311
N 3.691 -1.513 4.664
C 3.095 -2.894 5.031
C 1.554 -2.833 4.632
C 1.531 -1.801 3.486
C 2.865 -1.027 3.424
C 3.467 -0.498 5.827
H 7.479 -2.728 3.040
H 8.864 -1.800 2.459
H 7.455 -1.612 1.697
H 7.503 0.461 3.070
H 7.731 -0.377 4.529
H 5.365 -0.576 2.496
H 5.310 0.435 3.895
H 5.716 -1.867 5.254
H 5.232 -2.573 3.673
H 3.306 -3.222 6.049
H 3.546 -3.622 4.357
H 0.882 -2.527 5.434
H 1.167 -3.790 4.281
H 0.823 -1.007 3.722
H 1.308 -2.236 2.512
H 2.977 0.048 3.286
H 3.381 -1.396 2.538
H 2.388 -0.346 5.876
H 4.091 0.358 5.571
H 3.723 -0.960 6.780
C -5.423 -6.641 -5.246
C -4.314 -5.665 -4.897
C -4.801 -4.240 -5.087
C -3.728 -3.184 -4.691
N -4.209 -1.775 -5.021
C -5.613 -1.446 -4.519
C -5.632 0.099 -4.257
C -4.150 0.553 -4.240
C -3.325 -0.736 -4.267
C -4.112 -1.514 -6.543
H -6.352 -6.534 -4.687
H -5.046 -7.651 -5.083
H -5.744 -6.605 -6.287
H -3.372 -5.787 -5.431
H -3.976 -5.699 -3.861
H -5.709 -4.150 -4.492
H -4.989 -4.077 -6.148
H -2.742 -3.398 -5.102
H -3.449 -3.290 -3.643
H -6.326 -1.793 -5.267
H -5.664 -2.014 -3.590
H -6.207 0.516 -5.083
H -6.112 0.436 -3.338
H -3.802 1.137 -5.092
H -3.906 1.044 -3.298
H -2.315 -0.603 -4.656
H -3.350 -1.186 -3.274
H -3.144 -1.946 -6.801
H -4.122 -0.443 -6.743
H -4.905 -2.086 -7.025
C -6.545 -0.324 5.139
C -5.170 -0.593 4.718
C -4.877 -0.061 3.335
C -4.529 1.497 3.341
N -3.984 2.135 2.032
C -2.758 1.409 1.433
C -1.848 2.419 0.763
C -2.519 3.810 1.060
C -3.401 3.562 2.372
C -5.074 2.178 0.951
H -6.728 0.751 5.159
H -6.682 -0.577 6.190
H -7.346 -0.874 4.645
H -4.998 -1.667 4.784
H -4.468 -0.161 5.431
H -5.658 -0.385 2.647
H -4.023 -0.638 2.982
H -3.714 1.688 4.039
H -5.371 2.101 3.679
H -3.216 0.679 0.766
H -2.322 0.860 2.268
H -1.628 2.213 -0.284
H -0.891 2.416 1.285
H -3.164 4.226 0.286
H -1.727 4.529 1.269
H -4.225 4.262 2.512
H -2.802 3.470 3.278
H -4.668 2.379 -0.040
H -5.712 2.999 1.279
H -5.628 1.248 1.080
C -1.800 -4.410 5.214
O -1.652 -4.302 3.795
C -1.903 -3.086 3.214
C -1.912 -3.212 1.578
N -2.839 -4.296 1.069
H -2.780 -5.074 1.711
H -3.803 -4.019 1.186
C -2.532 -4.799 -0.354
C -3.564 -5.967 -0.688
O -4.873 -5.559 -0.448
C -5.893 -6.525 -0.835
H -2.845 -4.248 5.476
H -1.077 -3.785 5.738
H -1.550 -5.436 5.485
H -1.225 -2.281 3.499
H -2.860 -2.729 3.593
H -0.913 -3.565 1.326
H -2.275 -2.266 1.176
H -1.556 -5.272 -0.249
H -2.532 -3.967 -1.059
H -3.314 -6.845 -0.092
H -3.429 -6.227 -1.738
H -5.923 -6.832 -1.880
H -6.874 -6.175 -0.512
H -5.648 -7.397 -0.228
C 2.053 3.878 0.874
O 2.319 4.621 2.125
C 3.215 4.011 3.042
C 2.952 4.628 4.432
N 1.445 4.970 4.760
H 1.146 5.682 4.109
H 0.822 4.176 4.713
C 1.303 5.505 6.227
C 2.034 6.850 6.410
O 1.799 7.620 5.274
C 2.414 8.902 5.157
H 2.928 3.826 0.225
H 1.225 4.233 0.261
H 1.639 2.942 1.248
H 4.230 4.145 2.669
H 3.019 2.941 2.974
H 3.567 5.520 4.553
H 3.127 3.821 5.144
H 1.706 4.752 6.904
H 0.237 5.611 6.432
H 3.118 6.737 6.439
H 1.630 7.433 7.237
H 3.497 8.846 5.270
H 2.012 9.562 5.926
H 2.096 9.269 4.181
C 6.320 4.046 -3.755
O 5.193 4.763 -4.244
C 4.565 4.147 -5.392
C 3.133 3.826 -4.987
N 3.187 2.813 -3.830
H 3.684 1.969 -4.075
H 3.769 3.113 -3.061
C 1.825 2.408 -3.224
C 0.897 3.629 -3.134
O 1.442 4.635 -2.297
C 0.640 5.818 -2.104
H 6.095 2.994 -3.582
H 6.494 4.405 -2.741
H 7.148 4.135 -4.459
H 5.087 3.361 -5.937
H 4.627 4.916 -6.162
H 2.659 3.262 -5.790
H 2.569 4.752 -4.882
H 1.949 1.835 -2.305
H 1.534 1.654 -3.955
H -0.043 3.293 -2.696
H 0.675 3.979 -4.142
H -0.259 5.463 -1.599
H 0.420 6.363 -3.022
H 1.214 6.441 -1.419
C 0.183 -0.426 -6.816
F -0.338 0.473 -5.966
F -0.481 -1.638 -6.688
F -0.039 -0.002 -8.038
S 2.103 -0.423 -6.535
O 2.662 -1.269 -7.574
O 2.518 0.999 -6.633
O 2.342 -0.944 -5.160
C 6.742 2.145 0.064
F 7.319 1.424 1.014
F 6.543 3.397 0.366
F 7.483 1.881 -1.016
S 4.978 1.372 -0.116
O 4.440 1.290 1.253
O 4.260 2.150 -1.134
O 5.256 0.041 -0.676
C 0.688 -5.414 -4.118
F 0.364 -4.991 -2.927
F 0.092 -6.622 -4.327
F 0.233 -4.590 -5.040
S 2.648 -5.533 -4.297
O 3.085 -6.414 -3.230
O 2.870 -6.061 -5.628
O 3.214 -4.196 -4.041
```

- HOMO level (spin up / spin down): -0.656 / -0.656 hartree
- Multiplicity: 2
- Net charge: +5
- LUMO energy (spin up / spin down): -12.70 / -14.12 eV

These are the Mulliken partial charges, in e, on atoms 1 to 6: 1.533, 0.406, -0.952, 0.240, 0.155, -0.318


# 2
A cluster of 8 separate species, C48H108N4O8 in total, computed with the ωB97M-V functional and the def2-TZVPD basis.

```
168
C48H108N4O8 | OMol25 | the ωB97M-V functional and the def2-TZVPD basis
C 9.541 -12.246 1.757
C 9.111 -11.177 2.742
C 9.368 -11.585 4.151
C 10.021 -9.934 2.327
C 9.571 -8.564 2.742
C 8.118 -8.411 2.375
C 7.085 -9.536 2.976
C 6.863 -9.471 4.552
C 5.828 -9.226 2.176
N 7.624 -10.885 2.612
O 6.741 -11.956 2.778
H 9.327 -11.896 0.747
H 10.592 -12.489 1.909
H 9.047 -13.205 1.917
H 9.664 -10.695 4.706
H 8.565 -11.980 4.773
H 10.265 -12.201 4.222
H 10.923 -9.868 2.936
H 10.368 -9.979 1.295
H 9.577 -8.444 3.826
H 10.122 -7.673 2.444
H 8.044 -8.518 1.292
H 7.803 -7.422 2.707
H 7.353 -10.301 5.062
H 5.822 -9.721 4.756
H 7.394 -8.666 5.061
H 4.992 -9.811 2.559
H 5.719 -9.364 1.100
H 5.500 -8.210 2.398
H 6.532 -11.909 3.714
C 6.664 -5.435 9.596
C 5.515 -4.379 9.900
C 4.851 -5.071 11.150
C 6.177 -3.023 10.322
C 6.723 -2.237 9.117
C 5.572 -1.987 8.145
C 4.883 -3.300 7.657
C 3.527 -2.955 6.903
C 5.786 -4.116 6.647
N 4.520 -4.208 8.798
O 3.973 -5.348 8.436
H 7.275 -5.172 8.733
H 7.294 -5.615 10.467
H 6.363 -6.439 9.297
H 4.486 -6.055 10.855
H 5.497 -5.188 12.020
H 3.976 -4.624 11.622
H 5.514 -2.523 11.028
H 6.976 -3.197 11.042
H 7.040 -1.221 9.353
H 7.485 -2.735 8.518
H 5.807 -1.331 7.307
H 4.762 -1.352 8.503
H 2.879 -3.818 6.749
H 3.651 -2.505 5.918
H 2.908 -2.445 7.641
H 5.315 -4.232 5.670
H 6.152 -5.066 7.034
H 6.763 -3.883 6.224
H 3.264 -5.285 9.080
C 6.770 -5.762 4.168
C 6.609 -4.584 3.056
C 7.537 -3.410 3.560
C 7.062 -4.962 1.661
C 6.216 -6.179 1.086
C 4.821 -5.657 0.957
C 4.177 -5.118 2.262
C 2.914 -4.307 1.698
C 3.586 -6.464 3.086
N 5.202 -4.146 2.941
O 4.683 -3.734 4.216
H 7.820 -6.034 4.275
H 6.408 -5.438 5.143
H 6.215 -6.661 3.899
H 7.518 -2.492 2.973
H 7.224 -3.002 4.522
H 8.610 -3.599 3.536
H 6.912 -4.144 0.956
H 8.135 -5.110 1.539
H 6.590 -6.489 0.110
H 6.273 -7.025 1.772
H 4.230 -6.428 0.464
H 4.843 -4.839 0.237
H 2.024 -4.930 1.781
H 3.022 -3.858 0.711
H 2.573 -3.428 2.244
H 3.542 -7.413 2.551
H 2.610 -6.162 3.466
H 4.078 -6.568 4.053
H 4.327 -2.848 4.112
C -1.063 -5.766 2.211
C -1.015 -6.044 0.686
C -2.543 -6.045 0.279
C -0.304 -4.899 -0.067
C 1.268 -5.124 -0.079
C 1.589 -6.458 -0.843
C 1.054 -7.660 0.017
C 1.147 -8.901 -0.944
C 1.990 -7.832 1.283
N -0.353 -7.382 0.358
O -0.941 -8.438 1.158
H -1.363 -6.624 2.812
H -0.030 -5.586 2.509
H -1.648 -4.852 2.313
H -3.158 -6.231 1.159
H -2.824 -5.035 -0.016
H -2.679 -6.555 -0.675
H -0.700 -4.551 -1.021
H -0.470 -4.066 0.615
H 1.825 -4.381 -0.650
H 1.727 -5.145 0.910
H 2.673 -6.401 -0.944
H 1.112 -6.365 -1.818
H 0.697 -9.803 -0.531
H 2.103 -9.142 -1.409
H 0.472 -8.968 -1.797
H 1.729 -8.718 1.862
H 1.741 -7.182 2.122
H 3.051 -7.979 1.080
H -1.181 -9.010 0.425
C 12.089 -5.976 2.502
C 11.407 -5.633 3.749
C 10.114 -4.746 3.575
O 11.039 -6.839 4.337
H 12.280 -5.183 1.778
H 11.465 -6.602 1.865
H 13.005 -6.560 2.589
H 12.064 -5.090 4.428
H 9.387 -5.368 3.052
H 10.301 -3.852 2.979
H 9.505 -4.572 4.462
H 10.245 -7.174 3.914
C 8.736 -6.257 -0.694
C 9.633 -7.489 -0.827
C 10.163 -7.979 0.414
O 8.764 -8.469 -1.448
H 8.364 -6.306 0.329
H 7.903 -6.116 -1.383
H 9.420 -5.408 -0.703
H 10.417 -7.190 -1.523
H 10.797 -7.219 0.871
H 10.751 -8.889 0.289
H 9.312 -8.146 1.074
H 8.410 -8.953 -0.699
C 8.057 -6.876 5.654
C 8.468 -7.644 6.917
C 9.462 -6.810 7.822
O 7.477 -7.974 7.710
H 7.813 -5.827 5.821
H 7.143 -7.324 5.264
H 8.804 -6.838 4.862
H 8.833 -8.649 6.702
H 9.836 -7.334 8.702
H 9.167 -5.802 8.114
H 10.360 -6.607 7.238
H 6.843 -7.253 7.705
C 5.330 -1.144 2.513
C 4.899 -1.289 1.044
C 4.889 0.015 0.259
O 5.958 -2.075 0.428
H 4.583 -0.940 3.281
H 6.057 -0.336 2.588
H 5.995 -1.947 2.832
H 3.920 -1.765 0.995
H 4.770 -0.260 -0.789
H 5.852 0.524 0.308
H 4.131 0.764 0.489
H 5.973 -2.929 0.866
```

- Energy above the lowest of the compared OMol25 structures with the same formula, charge and spin: 1951.65 kJ/mol
- HOMO level: -0.299 hartree
- Net charge: 0
- Structure (SMILES): CC1(C)CCCC(C)(C)N1O.CC1(C)CCCC(C)(C)N1O.CC1(C)CCCC(C)(C)N1O.CC1(C)CCCC(C)(C)N1O.CC(C)O.CC(C)O.CC(C)O.CC(C)O
- LUMO energy: 0.52 eV

These are the Mulliken partial charges, in e, on atoms 1 to 6: -2.008, 2.065, -1.785, -2.025, -0.119, 2.009